Entry 1:
65
Properties=species:S:1:pos:R:3:forces:R:3:mulliken_charge:R:1 method="wB97M-V/def2-TZVPD" max_force_ha_per_bohr=0.0108 homo_lumo_gap_ha=0.206 charge=-1 total_energy_ev=-175430.928 homo_ha=-0.2078
Br -6.058233 1.114124 2.130083 0.0 0.2 0.0 -0.1968
S 2.677595 -1.216927 -0.418518 0.1 -0.1 -0.1 -0.2021
S -2.303499 -0.731926 3.282924 0.1 -0.1 0.1 1.0645
S -4.473571 -0.041826 4.856887 0.0 0.1 0.0 0.8721
S 2.474959 0.361131 2.097625 0.0 -0.3 0.2 -0.1505
P -5.575835 -0.831564 3.100681 0.1 -0.2 0.1 0.4450
O 6.742225 3.624457 -5.153738 0.0 0.1 0.0 -0.6525
O 5.118811 -0.027100 -2.681505 0.0 0.1 0.0 -0.6451
O -7.522405 1.112761 -5.205594 0.0 0.0 0.0 -0.6576
O 3.467341 1.607838 -1.547116 -0.1 0.2 0.0 -0.3632
O -2.425742 -2.159155 3.503896 0.0 0.0 0.1 -0.6863
O -2.649664 -0.286601 1.941939 0.0 0.0 0.0 -0.5836
O 5.110179 -3.477188 0.295251 0.0 0.1 -0.1 -0.3726
O 5.114063 5.268976 -4.009136 0.0 0.0 0.0 -0.5939
O -4.612496 -1.126792 5.804267 0.0 -0.1 -0.1 -0.6393
O -6.964677 -1.115248 3.934207 -0.1 -0.2 -0.2 -0.4938
O -5.139525 1.007354 -4.201293 0.0 0.0 0.0 -0.5852
O -7.064016 -0.889666 -0.350238 -0.2 -0.2 0.0 -0.5386
O -5.031222 1.235246 5.231745 0.1 0.0 0.2 -0.6387
O -9.435310 -0.814330 -1.365008 0.0 0.0 0.0 -0.5914
N 4.474533 -1.138442 1.649633 0.0 -0.1 -0.5 -0.0826
N -2.967320 0.173625 4.399295 -0.2 0.1 -0.2 -0.3438
C 4.188335 2.145370 -2.362264 0.1 -0.1 0.0 0.9519
C 6.150100 -2.537785 0.397522 0.2 0.1 -0.1 -0.3697
C 3.253867 -0.747352 1.031475 -0.1 0.2 0.1 0.4166
C 6.045546 1.693723 -3.983929 0.1 0.0 -0.1 -0.9190
C 0.772434 0.456180 1.520898 -0.3 0.1 -0.1 -0.6858
C 4.171055 3.554354 -2.698706 -0.1 0.0 0.0 -1.2281
C -0.580703 -0.307149 3.541623 0.1 -0.1 -0.1 -1.0186
C -5.939579 0.047817 -2.203001 0.0 0.0 0.1 -1.1648
C -7.482545 0.630405 -4.084712 -0.1 0.0 0.0 1.0532
C -8.636976 0.148456 -3.361238 0.0 0.0 -0.1 -1.0174
C 5.666703 -1.133059 0.794325 0.1 0.0 0.1 -0.5466
C -7.097468 -0.426978 -1.471523 0.2 0.1 0.0 1.0055
C -0.113436 0.878723 2.697519 0.3 0.1 0.2 -0.7998
C -6.119483 0.543990 -3.433451 0.0 0.0 0.0 0.4650
C 4.333078 -3.625441 1.469706 -0.2 0.0 0.1 -0.5356
C 5.183651 1.234958 -3.060912 0.0 0.0 0.0 0.4208
C 5.032441 4.003629 -3.620673 0.0 0.0 0.0 0.4066
C 4.366341 -2.398663 2.382374 0.1 0.0 0.4 -0.6870
C 6.018950 3.095319 -4.324828 0.0 -0.1 0.0 1.1447
C -8.461113 -0.348817 -2.127818 0.0 0.0 0.0 0.3261
H 5.820332 5.290363 -4.686674 0.0 0.0 0.0 0.3713
H 6.606812 -2.485072 -0.590885 0.0 0.0 0.0 0.3918
H 6.757363 1.055553 -4.487888 0.0 0.0 0.0 0.4444
H 6.932377 -2.881569 1.089320 -0.1 0.0 0.1 0.2575
H 4.389586 -0.107425 -2.024207 0.0 0.0 0.0 0.0315
H 5.464427 -0.525124 -0.084787 -0.1 -0.1 0.0 0.1831
H 6.471966 -0.642339 1.351958 0.0 0.0 0.0 0.3189
H 0.490777 -0.530805 1.155292 0.0 0.0 -0.1 0.4715
H 0.445352 1.559784 3.345726 0.0 0.1 -0.1 0.3958
H 3.469024 -2.387549 3.001395 0.0 0.1 0.0 0.3303
H 3.465526 4.196135 -2.190418 0.0 0.0 0.0 0.4416
H 0.689249 1.156047 0.691633 0.2 0.0 0.0 0.4271
H 5.217130 -2.447480 3.067829 0.0 0.0 -0.1 0.3519
H 4.660841 -4.500893 2.046875 0.1 0.0 0.0 0.3321
H -4.972521 -0.015019 -1.723262 0.0 0.0 0.0 0.5398
H -7.290534 -1.990958 3.677294 0.1 0.3 0.1 0.3367
H -5.570856 1.304544 -5.027053 0.0 0.0 0.0 0.3681
H 3.312596 -3.818035 1.139286 0.0 0.0 -0.1 0.3726
H -0.962343 1.443458 2.317824 -0.1 -0.1 0.0 0.3948
H -0.039572 -1.221438 3.290514 0.0 0.0 0.0 0.4284
H -9.605254 0.208127 -3.837426 0.0 0.0 0.0 0.4174
H -9.002336 -1.084302 -0.526718 0.0 0.0 0.0 0.3780
H -0.457332 -0.132425 4.605698 -0.1 0.0 0.1 0.4337



Entry 2:
20
Properties=species:S:1:pos:R:3:forces:R:3:mulliken_charge:R:1 method="wB97M-V/def2-TZVPD" max_force_ha_per_bohr=0.0708 homo_lumo_gap_ha=0.343 charge=0 e_above_lowest_kcal_mol=36.80 total_energy_ev=-7921.237 homo_ha=-0.2998 smiles=CCN1CCCC1
N -0.312034 0.305172 -0.307443 -1.1 -1.5 -1.0 -0.2051
C 0.081766 -2.163029 -0.526414 0.0 2.7 -1.0 -0.7099
C 1.090810 -0.009354 0.063698 -0.4 -0.2 -2.4 -0.7089
C -1.096073 1.301038 0.521896 0.5 -2.3 -1.0 -0.3101
C -1.068235 -1.099335 -0.411044 1.8 1.5 2.7 -0.6038
C 1.421333 -1.341833 -0.671099 1.2 -2.3 2.6 -0.4406
C -0.335076 2.580050 0.532882 1.2 1.0 -0.5 -1.2268
H 0.570660 2.588853 1.177606 -0.5 -0.4 -0.5 0.2621
H -0.023580 2.764935 -0.510241 0.2 -0.1 0.4 0.3381
H 1.889529 0.701284 -0.201707 -0.8 0.4 -0.1 0.3453
H 1.108068 -0.126333 1.098327 0.5 -0.6 2.2 0.4177
H 0.052453 -2.634949 0.418894 0.4 -0.9 0.7 0.3277
H -0.843811 3.488395 0.800808 -0.8 0.1 0.4 0.3983
H 1.955243 -1.328172 -1.675081 -1.2 0.4 1.2 0.3439
H -0.049627 -2.850265 -1.324409 -0.2 -0.7 -0.6 0.3439
H 2.154011 -1.978285 0.062789 -1.2 1.7 -1.9 0.1914
H -1.534434 -1.346701 0.673393 0.2 0.9 -2.6 0.1993
H -1.758479 -1.006552 -1.243232 -0.3 -0.3 0.3 0.3867
H -1.197745 0.794656 1.486126 -0.3 0.5 0.5 0.3810
H -2.104778 1.360424 0.034251 0.9 0.2 0.5 0.2697



Entry 3:
25
Properties=species:S:1:pos:R:3:forces:R:3:mulliken_charge:R:1 method="wB97M-V/def2-TZVPD" max_force_ha_per_bohr=0.0810 homo_lumo_gap_ha=0.352 charge=0 e_above_lowest_kcal_mol=94.67 total_energy_ev=-11610.146 homo_ha=-0.3189 smiles="C=COC.C=CC.CO"
O -0.465660 0.785249 -1.243502 -1.6 1.4 2.0 -0.4010
O 2.126896 0.274101 1.326455 0.2 -0.2 0.1 -0.3619
C -0.718881 0.804286 -2.621108 -0.1 0.4 -0.2 -0.7632
C 2.272904 1.395589 0.466786 0.0 0.1 -0.2 -0.5202
C -1.746851 0.980361 1.107946 -0.4 -1.7 1.4 -1.1639
C 2.218157 -0.937694 0.721045 -0.5 0.1 0.0 -0.0457
C -1.432231 -0.310251 0.812873 -0.5 1.2 0.5 0.6028
C -2.325398 -1.256120 0.091203 0.0 0.0 0.1 -1.1763
C 2.199604 -2.074953 1.403265 -0.2 0.1 0.0 -0.6524
H -0.472650 1.778061 -3.066759 -0.2 -0.1 0.0 0.2803
H -1.177586 1.276849 -0.531670 2.4 -1.7 -2.9 0.3469
H 2.179698 -0.917013 -0.363709 0.2 0.0 -0.1 0.2575
H -1.135486 1.515791 1.820548 0.3 0.2 -0.3 0.3155
H -0.060291 0.068255 -3.089767 -0.1 0.0 0.1 0.2466
H 1.487677 1.400729 -0.293633 0.0 0.0 0.1 0.1608
H 2.115991 -3.016805 0.889651 0.2 -0.1 -0.1 0.2681
H 2.185397 2.280806 1.094195 0.0 0.0 0.0 0.2346
H -1.805754 -1.683885 -0.764580 0.0 0.0 -0.1 0.2582
H -0.456540 -0.689159 1.086405 0.1 0.0 0.0 0.1839
H 2.133394 -2.079466 2.479243 0.1 0.0 0.2 0.2747
H -1.755452 0.544066 -2.872354 0.1 0.1 0.0 0.2854
H -2.776231 1.310589 1.051134 -0.1 0.1 -0.4 0.3464
H -3.243496 -0.772439 -0.239651 0.0 0.0 0.0 0.2980
H -2.599437 -2.077832 0.759485 0.0 0.0 0.0 0.3743
H 3.252225 1.400886 -0.023501 0.0 0.0 0.1 0.3510



Entry 4:
37
Properties=species:S:1:pos:R:3:forces:R:3:mulliken_charge:R:1 method="wB97M-V/def2-TZVPD" max_force_ha_per_bohr=0.0318 homo_lumo_gap_ha=0.128 charge=-1 total_energy_ev=-22426.929 homo_ha=-0.0462
O 3.562055 1.309681 0.598827 0.2 0.0 -0.1 -0.6293
O 1.882305 -5.620889 2.465077 0.1 0.0 0.0 -0.6641
O 2.167685 -2.429319 1.669135 0.3 -0.2 0.1 -0.7023
O 6.367221 1.978002 -0.160973 0.2 0.0 0.0 -0.5994
O -4.864355 2.028876 -2.255779 -0.3 0.2 -0.2 -0.5896
O -0.734220 -0.206553 -3.646647 -0.1 -0.1 -0.2 -0.6994
N 0.118386 0.757874 2.598385 0.5 -0.2 -0.4 -0.8687
C -2.053747 2.320471 -0.611759 0.1 -0.1 -0.4 -1.6792
C -2.633274 -1.444972 -0.886619 0.2 0.1 0.1 -0.3295
C -1.887927 0.835514 -0.432074 0.3 -0.4 0.4 1.2837
C -0.861247 0.328897 0.385020 0.4 0.1 -0.2 -0.3144
C 0.149442 1.149613 1.173462 -0.8 -0.1 1.4 -0.5136
C -1.601171 -1.945037 -0.093665 0.0 0.5 0.0 -0.6233
C -2.766479 -0.069956 -1.048446 -0.2 -0.1 0.0 -0.7849
C -0.745168 -1.054090 0.540304 -0.5 -0.5 -0.5 -0.1953
H -2.738029 2.744162 0.123663 -0.1 0.0 0.0 0.2240
H 3.630924 1.649100 1.496713 -0.2 0.0 0.0 0.3116
H 1.607664 -4.903311 3.046232 -0.1 0.0 0.0 0.3251
H -0.076081 2.222413 1.109661 0.1 0.1 -0.6 0.2202
H 6.816970 1.170450 0.106033 -0.1 0.0 0.0 0.3058
H -0.868399 0.599221 2.805900 0.0 0.1 0.2 0.1295
H 2.842943 -2.926485 2.140748 0.1 0.1 0.0 0.3061
H -0.288233 -1.017418 -3.385282 0.0 0.0 0.1 0.3103
H -1.459679 -3.007988 0.045995 -0.1 -0.1 0.0 0.4238
H 1.154414 0.981599 0.785003 0.0 0.1 -0.2 0.2045
H -1.468680 -0.148319 -3.018703 0.1 0.1 0.2 0.3453
H 1.723966 -5.268278 1.582678 0.0 0.1 0.0 0.3314
H -5.160351 2.773763 -1.722964 0.1 0.0 0.1 0.2793
H 7.070250 2.614056 -0.320663 0.0 0.0 0.0 0.2880
H -3.335949 -2.108499 -1.371328 -0.1 -0.1 -0.1 0.3676
H -2.426892 2.521596 -1.611772 -0.2 0.1 0.0 0.3730
H -5.046587 2.290802 -3.163896 0.0 0.0 0.0 0.2796
H -3.599048 0.280340 -1.657925 0.3 0.1 0.2 0.3548
H 0.011216 -1.462860 1.182867 0.3 0.2 0.2 0.4403
H 4.293665 1.721780 0.123528 0.0 0.0 0.1 0.2947
H 2.326837 -1.506140 1.913448 -0.4 0.1 0.0 0.3131
H -1.110424 2.841903 -0.504185 0.1 0.0 0.0 0.4812



Entry 5:
39
Properties=species:S:1:pos:R:3:forces:R:3:mulliken_charge:R:1 method="wB97M-V/def2-TZVPD" max_force_ha_per_bohr=0.0866 homo_lumo_gap_ha="0.251 / 0.244" charge=-2 spin_multiplicity=3 total_energy_ev=-76205.014 homo_ha="-0.0763 / -0.0713" s2=2.015
Ni -4.914077 3.264735 16.509041 -1.4 2.7 -2.5 0.4645
O -6.521966 7.565399 19.242026 0.2 0.0 -0.1 -0.6074
O -4.636118 5.410350 13.453994 1.4 -1.4 -1.0 -0.6947
O -7.336568 4.793804 19.061315 -0.4 -0.6 -0.8 0.0722
O -9.331938 6.482721 17.438522 -0.2 0.1 0.3 -0.6275
O -6.524181 -0.149632 18.141265 0.4 -0.4 -0.2 -0.6682
O -3.748525 3.920491 14.948808 2.5 -1.4 0.9 -0.7557
O -6.293136 7.077139 15.871634 0.1 0.4 0.2 -0.6094
O -5.729977 4.979377 17.509043 0.5 1.3 0.0 -0.7855
O -4.889447 4.259793 21.734363 0.1 -0.1 0.0 -0.6945
O -6.492477 3.057175 17.823123 -1.2 -2.2 0.8 -0.8302
O -5.837566 4.063269 14.689095 -0.9 -1.9 0.5 -0.6205
O -9.833066 3.708304 19.357083 0.1 -0.2 0.2 -0.6942
O -8.600672 2.638138 15.895014 -0.3 -0.3 0.1 -0.5911
O -7.600725 1.600904 20.170937 0.1 -0.2 0.4 -0.7307
O -8.001391 5.921526 21.416091 0.0 -0.1 0.1 -0.7189
O -3.556063 6.133594 19.262103 0.3 0.1 0.3 -0.6644
C -4.675105 4.417879 14.198106 -2.5 3.0 2.1 0.9200
C -6.615553 4.305281 18.119589 2.7 0.3 0.0 1.0767
H -7.203037 -0.460491 18.744535 -0.1 0.3 0.1 0.3060
H -8.889930 5.557716 21.440105 0.0 0.0 -0.1 0.3034
H -6.111552 7.936285 16.262423 0.0 0.0 0.1 0.2853
H -4.509179 6.282011 19.283811 0.0 0.0 -0.2 0.3407
H -7.282360 2.316193 19.598529 -0.1 0.0 -0.3 0.3017
H -4.132873 4.162730 21.146937 0.0 0.2 -0.1 0.3160
H -5.651171 4.279715 21.142718 0.0 0.0 0.0 0.3312
H -6.311678 0.732142 18.466188 -0.3 0.1 -0.1 0.3058
H -9.927769 3.707605 20.313500 0.0 0.1 0.0 0.2654
H -9.289141 7.390168 17.748643 0.1 0.0 -0.1 0.2633
H -8.451294 1.907098 20.494713 -0.1 0.1 -0.2 0.2683
H -7.883460 2.586999 16.547417 0.0 0.2 0.0 0.3355
H -8.900006 3.990171 19.201739 -0.3 0.1 0.0 0.2123
H -8.426715 1.910205 15.293887 0.1 0.1 -0.1 0.2759
H -7.353695 8.041680 19.202144 0.0 0.0 0.1 0.2681
H -3.266135 6.582784 18.463577 -0.1 -0.1 -0.1 0.3031
H -5.965963 6.437252 16.536542 -0.3 -0.1 -0.4 0.4080
H -7.619646 5.561869 20.588138 -0.2 0.1 0.3 0.2918
H -6.762993 6.639625 19.050171 0.0 0.1 -0.1 0.1004
H -8.664628 6.014890 17.964181 -0.1 -0.1 -0.2 0.2769



Entry 6:
47
Properties=species:S:1:pos:R:3:forces:R:3:mulliken_charge:R:1 method="wB97M-V/def2-TZVPD" max_force_ha_per_bohr=0.0048 homo_lumo_gap_ha=0.213 charge=+1 e_above_lowest_kcal_mol=0.00 total_energy_ev=-111620.146 homo_ha=-0.4143
Rh -0.605735 -0.070820 -0.683807 -0.1 0.2 0.1 1.1248
Br 0.170584 1.624541 2.160262 0.0 0.0 0.0 0.0051
O -0.794097 -4.026981 -0.354849 0.0 0.0 0.0 -0.5841
O -1.345865 1.694643 -1.161446 0.1 0.0 0.1 -0.7837
O -0.798778 -1.946925 -1.165533 0.0 0.0 0.0 -0.6055
N 1.308261 -0.185051 -1.149334 0.0 0.1 0.1 0.3136
N -2.217871 6.305323 -1.336127 0.0 0.0 0.0 -0.4528
N -2.910508 3.043771 -2.013744 0.0 0.1 0.0 -0.4003
N 2.001986 -4.872372 1.443038 0.0 0.0 0.0 -0.4688
N 3.007586 -3.271273 0.003534 0.0 0.0 0.0 -0.3084
N 1.143688 3.834114 0.375331 0.1 0.0 -0.1 -0.6286
N -0.344822 -0.875495 1.119728 0.0 -0.1 -0.1 0.0630
C -1.758858 2.925481 -1.342578 0.0 0.0 0.0 0.6485
C 2.069191 0.884645 -0.857899 0.1 0.0 -0.1 0.1852
C 3.954528 -0.186277 -1.855883 0.0 0.0 0.0 -0.2482
C -0.529906 -2.212221 1.152675 0.1 -0.1 -0.1 0.2737
C 3.166973 -1.296486 -2.125309 0.0 0.0 0.0 0.2648
C 1.992797 -5.746233 0.439854 0.0 0.0 0.0 -0.2282
C -0.723547 -2.842751 -0.195413 -0.1 0.0 0.1 1.0532
C 2.531159 -3.686053 1.166051 0.0 0.0 0.0 -0.3684
C -0.106932 -0.212605 2.254498 0.0 0.0 0.1 0.3457
C 3.685453 -2.516443 -2.777272 0.0 0.0 0.0 -0.9226
C 2.996545 -4.158372 -1.001895 0.0 0.0 0.0 0.9473
C 0.141579 3.926598 -0.189162 0.0 0.1 0.0 0.3024
C -1.088067 4.047245 -0.866700 0.0 -0.2 0.0 0.2277
C -0.511679 -2.929554 2.320768 0.0 0.0 0.0 -0.6839
C 1.826906 -1.244649 -1.778585 0.0 0.0 0.0 -0.2377
C 2.505139 -5.441926 -0.810892 0.0 0.0 0.0 -0.6044
C -0.067949 -0.878281 3.472306 0.0 0.0 0.0 -0.6319
C 3.552367 -3.756308 -2.309889 0.0 0.0 0.0 -0.7772
C 3.398352 0.910621 -1.215473 0.0 0.0 0.0 -1.0336
C -0.278753 -2.244050 3.507620 0.0 0.0 0.0 -0.4199
C -1.672287 5.321713 -1.090224 0.0 0.0 0.0 -0.3364
H 4.184913 -2.373262 -3.729054 0.0 0.0 0.0 0.4715
H 2.503340 -6.170266 -1.609547 0.0 0.0 0.0 0.4121
H 0.123292 -0.308708 4.369807 0.0 0.0 0.0 0.4795
H 1.598517 1.721749 -0.367643 -0.1 0.1 0.1 0.0377
H 1.565369 -6.720359 0.645346 0.0 0.0 0.0 0.4157
H -3.399816 2.221935 -2.317574 0.0 0.0 0.0 0.2213
H 3.979187 1.792305 -0.985688 0.0 0.0 0.0 0.4732
H 3.903378 -4.572279 -2.930742 0.0 0.0 0.0 0.4132
H -3.304856 3.953078 -2.195191 0.0 0.0 0.0 0.2088
H 5.001877 -0.185699 -2.129643 0.0 0.0 0.0 0.5377
H -0.252241 -2.771797 4.451255 0.0 0.0 0.0 0.4650
H 1.157114 -2.056939 -2.012425 0.0 0.0 0.0 0.8162
H -0.655303 -3.999394 2.273214 0.0 0.0 0.0 0.4745
H 2.580286 -2.973804 1.984802 0.0 0.0 0.0 0.5432